Entry from the OMol25 dataset: a single C4H4O molecule (ωB97M-V with the def2-TZVPD basis set).

The highest occupied orbital energy is -0.364 Ha. The multiplicity is 1. Its SMILES is C#CCC=O. Its total charge is 0. The frontier orbital gap is 10.773 eV. The calculation puts the energy relative to the best compared isomer or geometry (same formula, charge and spin) at 1.6251 eV.

Each line ends with the Löwdin charge.
Geometry (Å):
O: -1.789 0.963 0.597  0.066
C: -1.269 0.472 -0.370  -0.260
C: -0.290 -0.698 -0.267  -0.167
C: 0.931 -0.189 0.358  -0.148
C: 1.910 0.338 0.818  0.121
H: -1.453 0.878 -1.386  0.124
H: -0.075 -1.098 -1.263  0.113
H: -0.743 -1.500 0.326  0.124
H: 2.777 0.835 1.187  0.028